Formula: C19H20InN2O7S
Source: OMol25
Level of theory: ωB97M-V/def2-TZVPD

Element x y z (Å)
1 C 4.9893 -2.6103 0.8119
2 C 4.7608 -2.1994 -0.7363
3 C 3.4547 -2.9342 -1.3871
4 O 2.3862 -1.9568 -1.6532
5 C 1.6355 -1.8892 -0.4004
6 C 0.4105 -0.8438 -0.5291
7 C -0.9611 -1.4881 -0.9737
8 C -2.2482 -0.5900 -1.1639
9 C -2.1344 0.9265 -0.8798
10 C -0.7635 1.5746 -0.4391
11 N -0.7539 3.0144 -0.2421
12 C -1.0254 3.2559 1.0440
13 S -0.8448 3.4099 2.6856
14 C 0.5646 0.7073 -0.2509
15 C 1.9924 1.2823 0.1451
16 O 1.9569 2.5723 0.7837
17 C 3.2675 3.0766 1.0941
18 C 4.6053 2.8311 0.2548
19 O 3.3512 3.8222 2.1089
20 C -3.5764 1.5731 -1.1212
21 O -3.8711 2.8166 -0.9569
22 N -4.3759 0.4332 -1.5326
23 C -5.5475 0.1974 -0.5690
24 C -5.0301 -0.4539 0.8054
25 C -5.8701 -0.0093 2.0984
26 O -6.6278 0.9991 2.0771
27 O -5.7290 -0.8574 3.2503
28 C -3.7408 -0.9239 -1.6320
29 O -4.2807 -1.9652 -2.0242
30 H 4.5152 -1.7951 1.4769
31 H 4.4919 -3.5962 1.1010
32 H 6.1095 -2.6411 1.0317
33 H 5.6836 -2.3641 -1.3911
34 H 4.5042 -1.0681 -0.7355
35 H 3.7193 -3.5290 -2.3347
36 H 3.1282 -3.7263 -0.6082
37 H 2.3087 -1.6796 0.5006
38 H 1.1572 -2.9276 -0.2011
39 H -1.0267 -2.6103 -1.2006
40 H 2.6504 1.2300 -0.7999
41 H 2.4353 0.5413 0.9234
42 H 4.7125 1.7799 -0.1762
43 H 4.6134 3.5593 -0.6407
44 H 5.4925 3.1439 0.9194
45 H -6.0507 1.2255 -0.4029
46 H -6.2943 -0.5018 -1.0897
47 H -3.9269 -0.2423 1.0440
48 H -5.1461 -1.5980 0.7000
49 H -5.5274 -0.2747 4.0304
50 In -3.5441 3.3035 -2.8144

For the gap between HOMO and LUMO, the calculation gives 2.43 eV. The value obtained for the HOMO energy is -18.01 eV. As for the total charge: +3. The value obtained for the strongest force on any atom is 6.9 eV/A.



Formula: C19H20N2O3
Source: OMol25
Level of theory: ωB97M-V/def2-TZVPD

Element x y z (Å)
1 C 0.5199 2.2442 -2.0528
2 C 1.1170 3.3828 -1.2285
3 O 1.8831 2.9186 -0.1381
4 C 1.2513 2.2709 0.8889
5 C 2.0655 1.4866 1.7054
6 C 1.5292 0.7504 2.7379
7 C 0.1576 0.7724 2.9903
8 N -0.3961 -0.0651 3.9720
9 C -0.1855 -1.4966 3.7369
10 C -0.6012 -1.7816 2.3191
11 C 0.2787 -1.7612 1.2925
12 C -0.1501 -1.7112 -0.0691
13 C 0.7363 -1.5860 -1.1367
14 C 0.2727 -1.4745 -2.4390
15 O 1.2250 -1.3312 -3.4028
16 C 0.8168 -1.1912 -4.7417
17 C -1.1044 -1.5074 -2.6814
18 C -1.9937 -1.6343 -1.6345
19 C -1.5353 -1.7272 -0.3233
20 N -2.3979 -1.8132 0.7388
21 C -2.0410 -1.7857 2.0675
22 O -2.9021 -1.7585 2.9321
23 C -0.6380 1.6128 2.2196
24 C -0.1047 2.3545 1.1814
25 H -0.0050 2.6505 -2.9135
26 H -0.1765 1.6588 -1.4556
27 H 1.3115 1.5828 -2.3965
28 H 0.3303 4.0710 -0.8930
29 H 1.8291 3.9498 -1.8346
30 H 3.1235 1.4592 1.4966
31 H 2.1726 0.1403 3.3528
32 H -1.3906 0.1124 4.0766
33 H 0.8657 -1.7416 3.8951
34 H -0.8034 -2.0462 4.4474
35 H 1.3411 -1.7409 1.4866
36 H 1.7988 -1.5573 -0.9564
37 H 0.1960 -0.3003 -4.8821
38 H 0.2736 -2.0744 -5.0930
39 H 1.7344 -1.0833 -5.3178
40 H -1.4906 -1.4288 -3.6848
41 H -3.0558 -1.6517 -1.8315
42 H -3.3940 -1.8149 0.5521
43 H -1.6999 1.6676 2.4191
44 H -0.7641 2.9788 0.5982

For the energy relative to the best compared isomer or geometry (same formula, charge and spin), the calculation gives 170.72 kJ/mol. For the gap between HOMO and LUMO, the calculation gives 7.90 eV. As for the SMILES: CCOc1ccc(NCc2cc3cc(OC)ccc3[nH]c2=O)cc1. The value obtained for the HOMO energy is -7.65 eV. The value obtained for the strongest force on any atom is 0.7 eV/A.



Formula: C19H20N2Tc
Source: OMol25
Level of theory: ωB97M-V/def2-TZVPD

Element x y z (Å)
1 C -0.2423 1.1770 -3.6274
2 C 1.1548 1.3148 -3.3901
3 C 1.3252 2.1400 -2.2422
4 C 0.0359 2.5019 -1.7632
5 C -0.9353 1.9032 -2.6172
6 Tc 0.1873 0.1251 -1.5449
7 N -1.1271 -1.1812 -1.5158
8 C -0.1723 -2.2267 -2.0385
9 C 1.2170 -1.5692 -2.2338
10 H 2.2795 2.4125 -1.7873
11 H 1.9542 0.8665 -3.9805
12 H -0.1762 3.1031 -0.8777
13 H -2.0191 1.9727 -2.5046
14 H -0.7040 0.5804 -4.4164
15 H 1.5813 -1.6434 -3.2685
16 H -0.1232 -3.0686 -1.3183
17 H -2.1015 -1.4837 -1.5208
18 H 1.9731 -1.9307 -1.5207
19 H -0.5486 -2.6169 -3.0048
20 C -1.9576 3.0276 2.7336
21 C -2.3795 2.7515 1.4315
22 C -1.7414 1.7589 0.6773
23 C -0.6692 1.0355 1.2139
24 C -0.2660 1.3148 2.5402
25 C -0.9017 2.3056 3.2893
26 N 0.0181 0.0329 0.4536
27 C 0.5392 -1.1008 1.1525
28 C 1.8527 -1.5413 0.9550
29 C 2.3289 -2.6706 1.6333
30 C 1.4982 -3.3626 2.5175
31 C 0.1924 -2.9201 2.7377
32 C -0.2825 -1.7921 2.0657
33 H -2.4469 3.7985 3.3142
34 H -3.2049 3.3065 1.0055
35 H -2.0959 1.5478 -0.3125
36 H 0.5597 0.7801 2.9936
37 H -0.5708 2.5153 4.2986
38 H 2.5161 -0.9991 0.2968
39 H 3.3454 -3.0087 1.4758
40 H 1.8635 -4.2381 3.0381
41 H -0.4541 -3.4516 3.4242
42 H -1.3018 -1.4687 2.2378

The multiplicity is 4. For the energy relative to the best compared isomer or geometry (same formula, charge and spin), the calculation gives 0.00 kJ/mol. For the gap between HOMO and LUMO (spin up / spin down), the calculation gives 7.47 / 6.87 eV. The value obtained for the HOMO energy (spin up / spin down) is -6.64 / -6.98 eV. The value obtained for the strongest force on any atom is 3.3 eV/A.



Formula: C19H20N3O3S
Source: OMol25
Level of theory: ωB97M-V/def2-TZVPD

Element x y z (Å)
1 C 3.5016 5.0273 2.6596
2 O 3.6311 4.8813 1.2667
3 C 3.1022 3.6962 0.7465
4 C 3.1752 3.5019 -0.6380
5 C 2.6723 2.3686 -1.2295
6 C 2.0719 1.3717 -0.4596
7 C 1.5400 0.1528 -1.0466
8 N 1.0344 -0.7794 -0.3591
9 S 0.5361 -2.1028 -1.2273
10 C -0.1645 -3.1469 0.0738
11 C 0.6231 -4.0816 0.7027
12 C 0.0855 -4.9063 1.6716
13 C -1.2502 -4.8053 2.0271
14 C -1.8192 -5.6972 3.0773
15 C -2.0327 -3.8573 1.3844
16 C -1.4915 -3.0341 0.4158
17 O -0.6170 -1.8000 -2.1402
18 O 1.7353 -2.8510 -1.7397
19 C 2.0032 1.5585 0.9174
20 C 2.5025 2.6909 1.5136
21 H 3.9316 5.9883 2.9423
22 H 2.4477 5.0129 2.9388
23 H 4.0439 4.2304 3.1690
24 H 3.6379 4.2744 -1.2286
25 H 2.7406 2.2421 -2.2962
26 H 1.5900 0.0358 -2.1225
27 H 1.6555 -4.1737 0.4096
28 H 0.6967 -5.6478 2.1561
29 H -2.8784 -5.4899 3.2413
30 H -1.7209 -6.7469 2.7928
31 H -1.2973 -5.5546 4.0256
32 H -3.0743 -3.7789 1.6428
33 H -2.1025 -2.3130 -0.1006
34 H 1.5427 0.7827 1.5037
35 H 2.4301 2.8082 2.5808
36 C -4.7929 2.0581 -2.5524
37 C -3.3292 1.8745 -2.6915
38 C -2.4369 1.4132 -1.7530
39 N -1.1868 1.4212 -2.3013
40 C -1.3637 1.8620 -3.5445
41 N -2.6273 2.1606 -3.8355
42 H -5.1481 1.7567 -1.5662
43 H -5.0557 3.1049 -2.7073
44 H -5.3201 1.4693 -3.3034
45 H -2.6644 1.0657 -0.7554
46 H -0.5576 1.9563 -4.2613

For the energy relative to the best compared isomer or geometry (same formula, charge and spin), the calculation gives 34.74 kJ/mol. For the gap between HOMO and LUMO, the calculation gives 5.48 eV. The value obtained for the HOMO energy is -3.05 eV. As for the total charge: -1. The value obtained for the strongest force on any atom is 3.9 eV/A.